70
Properties=species:S:1:pos:R:3 method="wB97M-V/def2-TZVPD" homo_lumo_gap_ev=7.298 e_lumo_ha=-0.04831
Au 0.69222 1.56507 -0.09313
O 3.88964 2.87664 1.70050
Cl 3.63084 1.93077 0.67053
O 4.75335 1.73495 -0.17926
O 3.13668 0.69045 1.19990
O 2.52656 2.52351 -0.20087
C -2.31195 1.82805 -3.55459
C -2.54356 0.95077 -2.32256
C -3.53880 -0.17047 -2.62661
C -2.99894 1.78173 -1.13498
C -4.10295 2.61820 -1.25911
C -4.51066 3.41279 -0.20400
C -3.80105 3.39479 0.98445
C -2.68641 2.58049 1.16714
C -1.93455 2.73138 2.48346
C -1.35932 1.46537 3.11902
C -0.85430 3.81064 2.35273
C -2.32952 1.76068 0.09156
N -1.21372 0.85281 0.21381
C -1.46910 -0.36209 0.49135
C -0.43742 -1.41021 0.57598
N 0.69044 -1.19741 0.05485
C 1.80134 -2.05780 0.03780
C 2.35871 -2.71876 1.15423
C 3.50787 -3.47252 0.93253
C 4.08842 -3.59420 -0.31809
C 3.55356 -2.90363 -1.38901
C 2.43265 -2.10498 -1.22111
C 1.86047 -1.33168 -2.39029
C 2.91528 -0.88871 -3.40261
C 0.75391 -2.14224 -3.07391
C 1.88872 -2.64031 2.60229
C 0.84004 -3.71906 2.94320
C 1.56726 -1.21744 3.09047
H -1.88851 1.23285 -4.36508
H -1.62242 2.64308 -3.33210
H -3.24526 2.26309 -3.91592
H -1.58550 0.48956 -2.07905
H -4.51038 0.24001 -2.90935
H -3.69459 -0.81591 -1.75945
H -3.18089 -0.78799 -3.45206
H -4.64570 2.64683 -2.19551
H -5.37574 4.05456 -0.30778
H -4.11244 4.03282 1.80317
H -2.68611 3.11213 3.18077
H -0.44742 1.13266 2.62328
H -2.08120 0.64507 3.12505
H -1.09220 1.68273 4.15432
H -0.11385 3.54630 1.59414
H -0.32388 3.93456 3.29821
H -1.29195 4.76941 2.07247
H -2.49909 -0.65157 0.69922
H -0.74968 -2.33732 1.04963
H 3.96744 -3.96871 1.77901
H 4.97864 -4.19628 -0.44563
H 4.03151 -2.95752 -2.35789
H 1.39648 -0.42760 -1.98590
H 3.27492 -1.72016 -4.01308
H 3.76874 -0.42340 -2.90897
H 2.48000 -0.15344 -4.08108
H 1.15591 -3.07425 -3.47789
H 0.31676 -1.57520 -3.89880
H -0.04345 -2.39655 -2.37247
H 2.76655 -2.93837 3.17787
H 0.11390 -3.89715 2.15430
H 0.30082 -3.46469 3.85745
H 1.33723 -4.67624 3.10675
H 1.08470 -0.58774 2.34860
H 2.49067 -0.70622 3.36134
H 0.93029 -1.24687 3.97677

---

38
Properties=species:S:1:pos:R:3 method="wB97M-V/def2-TZVPD" total_charge=+1 homo_lumo_gap_ev="6.797 / 7.507" e_lumo_ha="-0.16117 / -0.16168" spin_multiplicity=4
V 0.08369 -0.43691 0.18071
N -0.47903 -2.18878 -1.14050
C 0.70140 -2.63845 -1.89292
C 1.98972 -2.50439 -1.01560
N 2.05580 -1.19077 -0.33108
C 2.64022 -0.09601 -1.20635
C 1.74974 0.65385 -2.19387
N 0.39606 0.90110 -1.52416
H -0.84166 -2.90218 -0.56257
H -1.26880 -2.09862 -1.80469
H 0.83303 -2.12797 -2.79753
H 0.62907 -3.73649 -2.04049
H 2.84786 -2.57110 -1.68208
H 2.01284 -3.29197 -0.22895
H 2.57648 -1.24151 0.55350
H 3.59493 -0.40846 -1.63086
H 2.92582 0.65026 -0.49865
H 1.65214 0.01412 -3.05791
H 2.22997 1.58620 -2.47435
H -0.34407 0.89878 -2.25617
H 0.35304 1.83299 -1.14005
Se -3.75368 1.03808 0.38284
N -3.55066 2.56390 1.27422
C -2.29857 2.72297 1.66488
C -1.73483 3.72499 2.47717
C -0.42429 3.63354 2.77590
C 0.38330 2.55071 2.25113
N -0.08058 1.66818 1.43896
C -1.45899 1.62111 1.22072
N -2.03627 0.66684 0.56232
H -2.45966 4.46294 2.82354
H 0.15489 4.31676 3.40425
H 1.44214 2.43854 2.45637
N -4.09595 -1.88276 0.20975
C -3.13083 -2.13701 0.77102
N -2.09687 -2.77711 1.32103
C -1.09016 -2.15609 1.72540
N -0.10725 -1.55927 1.98508

---

21
Properties=species:S:1:pos:R:3 method="wB97M-V/def2-TZVPD" homo_lumo_gap_ev="6.346 / 6.347" relative_energy_kj_mol=477.7 e_lumo_ha="-0.03945 / -0.03938"
C 0.72129 0.94019 -0.11519
C -0.33183 0.30860 -0.09894
C 2.06108 1.21376 -0.07711
C 2.32292 -1.14582 0.01843
C 2.91241 0.12640 -0.02154
C -2.95849 1.40138 0.18190
C 4.37324 0.26193 0.02085
C -1.48213 -0.41504 -0.08850
C -3.82628 -0.80395 -0.05508
N 1.81285 -2.17702 0.07123
N -2.71549 0.12469 0.02333
O 4.94818 1.31998 0.03300
O 5.05859 -0.90462 0.04444
H 2.46389 2.21509 -0.08006
H 4.47172 -1.67461 0.06128
H -3.96822 1.75116 0.26294
H -2.13464 2.08856 0.21953
H -1.40744 -1.48827 -0.16926
H -3.63529 -1.65586 0.59486
H -3.93242 -1.16239 -1.07972
H -4.75394 -0.32415 0.25361

---

107
Properties=species:S:1:pos:R:3 method="wB97M-V/def2-TZVPD" homo_lumo_gap_ev=9.467 e_lumo_ha=0.01149
C -2.62140 0.42670 2.35952
C -2.86870 1.16856 1.00354
C -2.64042 0.09859 -0.14462
N -2.39402 -0.62987 -0.97188
P -1.67749 2.59643 0.67575
P 0.26712 2.27474 1.58783
O 0.76740 0.89546 1.38966
O 0.33474 2.72238 3.15463
O 1.30793 3.28093 0.78093
C -4.39730 1.64130 0.80656
C -5.14910 0.37013 0.38148
N -5.71705 -0.57111 0.17731
C -5.06103 2.13176 2.13896
C -6.09611 3.27339 1.97878
F -6.78704 3.35179 3.20331
P -4.54850 2.82120 -0.63876
O -4.29591 4.25091 -0.30960
H -3.55336 0.00108 2.77578
H -2.16999 1.15056 3.06647
H -1.87698 -0.37104 2.19469
H -1.46233 2.54524 -0.73304
H -0.36174 3.36188 3.38380
H 0.81058 3.87454 0.19088
H -5.61795 1.26311 2.54892
H -4.32963 2.39957 2.92765
H -5.58472 4.24292 1.82961
H -6.85277 3.07694 1.19684
H -3.53859 2.40729 -1.56400
H -5.78152 2.59686 -1.32527
C 1.55796 -1.15624 -2.70256
C 1.38962 -0.01538 -3.67213
C 2.43589 1.04946 -3.52691
O 1.75206 2.20922 -4.01284
C 0.43056 2.00766 -3.78914
O -0.40651 2.85357 -3.89947
O 0.17727 0.72185 -3.41485
H 1.52021 -0.80407 -1.66874
H 0.74848 -1.88004 -2.81480
H 2.50960 -1.65672 -2.87831
H 1.33909 -0.39629 -4.69680
H 3.32731 0.84688 -4.11857
H 2.72833 1.22996 -2.48848
C 4.58524 4.95883 -8.13510
C 4.36068 3.47750 -7.94848
C 2.98058 3.12159 -7.46512
O 3.21443 1.88754 -6.78213
C 4.49711 1.91782 -6.34261
O 4.95832 1.13691 -5.57005
O 5.17977 2.95488 -6.89340
H 4.42628 5.49900 -7.19984
H 5.61556 5.15184 -8.43792
H 3.91623 5.36289 -8.89567
H 4.61322 2.94001 -8.86785
H 2.27092 2.98656 -8.27963
H 2.57179 3.84009 -6.74966
C -9.60588 -3.31124 3.28473
C -8.14074 -3.18242 2.94369
C -7.21991 -3.84857 3.93045
O -6.02129 -3.08104 3.78370
C -6.40011 -1.83970 3.37731
O -5.67518 -0.89544 3.34811
O -7.70604 -1.81847 3.01911
H -9.81944 -2.87649 4.26330
H -10.21340 -2.76720 2.56030
H -9.91658 -4.35666 3.28609
H -7.95915 -3.53706 1.92470
H -7.04083 -4.89702 3.69713
H -7.55917 -3.76556 4.96654
C 8.52475 -1.65536 -5.40931
C 7.37229 -1.17698 -4.55883
C 7.61408 -1.29159 -3.07794
O 6.28504 -1.42042 -2.56802
C 5.53944 -1.98855 -3.55260
O 4.43701 -2.41081 -3.40316
O 6.21891 -2.01038 -4.72861
H 8.75427 -2.70318 -5.20415
H 8.26738 -1.59190 -6.46767
H 9.41800 -1.05557 -5.23050
H 7.09406 -0.15710 -4.84101
H 8.10585 -0.41360 -2.66226
H 8.18002 -2.18500 -2.79889
C 2.60400 0.55900 3.43514
C 3.66019 -0.00723 4.35734
C 3.11487 -0.69493 5.57926
O 4.18909 -0.53855 6.51686
C 4.85698 0.59242 6.16596
O 5.68299 1.12282 6.84033
O 4.45473 1.03727 4.94730
H 1.98072 1.28651 3.95251
H 3.07452 1.08206 2.60061
H 1.97266 -0.21755 3.03888
H 4.33257 -0.66515 3.79703
H 2.89885 -1.74585 5.40880
H 2.22622 -0.20901 5.98883
C -3.09841 -3.95042 4.07243
C -1.63765 -3.80224 3.71859
C -0.69556 -4.44817 4.69988
O 0.49006 -3.66017 4.53946
C 0.08770 -2.42744 4.12940
O 0.78529 -1.46460 4.07914
O -1.22584 -2.43348 3.78226
H -3.31247 -3.51446 5.05041
H -3.71667 -3.41817 3.35236
H -3.39530 -5.00045 4.08073
H -1.45993 -4.15927 2.69932
H -0.50076 -5.49469 4.47147
H -1.02790 -4.36388 5.73816

---

8
Properties=species:S:1:pos:R:3 method="wB97M-V/def2-TZVPD" homo_lumo_gap_ev="9.289 / 6.086" relative_energy_kj_mol=596.2 e_lumo_ha="-0.06188 / -0.10907"
C 0.56439 -2.33216 -0.58458
C -1.06683 2.23289 1.90387
C 0.21129 -1.22626 -0.92649
C -0.68464 2.13735 0.76367
O 1.65995 0.34897 -2.09947
S 0.22859 0.21555 -1.81850
H 0.79309 -3.16991 0.10002
H -1.70583 1.79356 2.66147